ORCA calculation (ωB97M-V/def2-TZVPD) on the ion C2H7N2O2 with charge +1 in a non-equilibrium geometry.

Each atom is followed by the atoms it is bonded to, with distances in Å.
Cartesian coordinates (Å):
1 C -0.6134 -0.1299 -1.3700  N4 1.465, H7 1.086, H8 1.091, H9 1.091
2 C 1.0286 0.7080 0.2718  N4 1.570, H10 1.096, H11 1.093, H12 1.090
3 N 0.2891 -1.1557 0.6176  N4 1.421, O5 1.234
4 N -0.3511 -0.0130 0.0671  C1 1.465, C2 1.570, N3 1.421, O6 1.246
5 O -0.0673 -1.3875 1.7761  N3 1.234, H13 1.039
6 O -1.2647 0.4437 0.7804  N4 1.246
7 H 0.2249 -0.5826 -1.8910  C1 1.086
8 H -1.5107 -0.7356 -1.5021  C1 1.091
9 H -0.8230 0.8680 -1.7570  C1 1.091
10 H 0.8487 1.6902 -0.1796  C2 1.096
11 H 1.2399 0.8703 1.3318  C2 1.093
12 H 1.8580 0.2193 -0.2397  C2 1.090
13 H -0.8590 -0.7952 2.0946  O5 1.039

The energy above the lowest of the compared OMol25 structures with the same formula, charge and spin comes out at 8.0658 eV. Its charge is +1. For the lowest unoccupied orbital energy (alpha / beta), the calculation gives -7.46 / -7.46 eV. The calculation puts the frontier orbital gap (alpha / beta) at 8.469 / 8.471 eV. The value obtained for the calculated total energy is -339.88370 Ha. The calculation puts the maximum force at 2.251 eV/Å. The highest occupied orbital energy (alpha / beta) is -15.933 / -15.934 eV.